{
  "formula": "C15H27ClF7NO11P2S",
  "method": "the ωB97M-V functional and the def2-TZVPD basis",
  "species": ["N", "O", "P", "O", "O", "P", "O", "Cl", "O", "S", "O", "O", "C", "F", "F", "C", "F", "F", "C", "F", "F", "F", "H", "H", "H", "C", "C", "O", "C", "H", "H", "H", "H", "H", "H", "C", "C", "O", "C", "H", "H", "H", "H", "H", "H", "C", "C", "O", "C", "H", "H", "H", "H", "H", "H", "C", "C", "O", "C", "H", "H", "H", "H", "H", "H"],
  "positions_angstrom": [[-2.09319, -1.83705, -3.22499], [-0.83914, -1.26553, -3.27709], [0.14551, -1.94015, -2.01337], [-0.84318, -2.60376, -1.04001], [1.03327, -3.17775, -2.72297], [0.04320, -4.38468, -3.45418], [0.83547, -5.88486, -3.38807], [0.03970, -3.81249, -5.52316], [1.00751, -0.78517, -1.12508], [2.64986, -0.69669, -1.38283], [3.37346, -2.01950, -1.31018], [3.19257, 0.08544, -0.20726], [3.16905, 0.31467, -2.87581], [4.39829, -0.17927, -3.29425], [3.23237, 1.64881, -2.41914], [2.16631, 0.28796, -4.10380], [1.88376, -1.01440, -4.57103], [1.00445, 0.96929, -3.69044], [2.69245, 1.08975, -5.41002], [3.08520, 0.12542, -6.36555], [3.81325, 1.86587, -5.17646], [1.62584, 1.76543, -5.97661], [-2.21732, -2.41473, -4.07690], [-2.81509, -1.10314, -3.26590], [1.81375, -5.79959, -3.40884], [3.33997, 0.50891, 4.24717], [1.87938, 0.68507, 3.92605], [1.12365, 1.23604, 4.70339], [1.39228, 0.15271, 2.60536], [3.54911, 0.93928, 5.22844], [3.58998, -0.55364, 4.27032], [3.94933, 1.02391, 3.50150], [1.55617, -0.92599, 2.55607], [1.91529, 0.65179, 1.78778], [0.32254, 0.34925, 2.50871], [1.97286, 6.27469, 5.85425], [0.78921, 5.38781, 5.56687], [-0.30076, 5.85704, 5.30256], [1.00975, 3.89939, 5.61981], [1.66797, 7.32031, 5.78065], [2.34083, 6.08755, 6.86513], [2.76322, 6.08816, 5.12416], [1.33499, 3.60724, 6.62038], [1.75636, 3.60807, 4.88011], [0.07492, 3.38679, 5.39275], [-1.79464, -4.02979, 4.24151], [-2.27748, -3.96381, 2.81585], [-3.42959, -4.22255, 2.52771], [-1.27754, -3.56496, 1.76301], [-2.62020, -4.32951, 4.88980], [-0.99470, -4.76792, 4.32927], [-1.43865, -3.04749, 4.55936], [-0.45473, -4.28304, 1.74126], [-0.89881, -2.56198, 1.97095], [-1.76192, -3.55942, 0.78730], [-5.70950, 0.92737, -4.95611], [-4.56812, 1.21503, -4.01763], [-3.41942, 0.94519, -4.31751], [-4.90237, 1.84945, -2.69397], [-5.32137, 0.47147, -5.86876], [-6.40965, 0.23256, -4.48781], [-6.21859, 1.85701, -5.21821], [-5.56678, 1.19550, -2.12541], [-5.37568, 2.81993, -2.85592], [-3.98461, 1.99868, -2.12218]],
  "atomic_forces_ev_per_a": [[-2.20, -1.16, -0.61], [3.57, 0.62, 1.09], [-6.59, -4.42, 2.07], [3.59, 2.25, -2.13], [-0.05, 1.78, -0.06], [-1.03, -1.49, 0.12], [0.58, 3.09, -0.10], [0.70, -0.22, 0.91], [1.62, -1.03, -3.39], [5.75, -1.88, 7.69], [-3.33, 3.06, -2.20], [-2.63, -0.82, -3.89], [0.39, 1.42, -1.49], [-2.34, 1.15, 1.19], [0.20, -3.11, -1.15], [-1.10, 0.65, -1.07], [0.31, 2.59, 1.87], [1.99, -1.88, -0.49], [0.51, -1.09, -2.10], [-0.63, 2.05, 1.93], [-2.64, -1.00, -0.32], [2.54, -0.78, 1.35], [0.45, 0.59, 0.57], [0.99, 0.05, 0.07], [-0.48, -0.29, -0.11], [0.01, 0.20, 0.35], [-0.48, 0.18, 0.34], [0.35, -0.45, -0.33], [-0.38, 0.17, 0.06], [-0.05, -0.05, -0.10], [0.10, 0.05, -0.19], [0.04, -0.22, -0.08], [0.18, 0.05, -0.16], [0.11, -0.24, -0.01], [0.11, -0.01, 0.06], [-0.16, 0.39, -0.05], [-0.60, 0.09, -0.09], [0.43, -0.10, 0.09], [-0.43, 0.26, -0.04], [0.02, -0.12, 0.00], [0.16, -0.10, -0.11], [0.10, -0.09, 0.17], [0.20, -0.06, -0.12], [0.09, -0.02, 0.21], [0.17, 0.06, 0.01], [-0.36, -0.11, 0.21], [-0.49, -0.11, -0.21], [0.42, 0.09, 0.16], [-0.43, -0.13, -0.18], [0.08, 0.04, -0.09], [0.12, 0.18, 0.02], [0.19, -0.09, -0.01], [0.12, 0.16, 0.08], [0.17, -0.09, 0.01], [0.10, 0.03, 0.18], [0.24, -0.15, -0.30], [0.49, -0.05, -0.12], [-0.42, -0.03, 0.16], [0.38, 0.00, 0.12], [-0.02, 0.06, 0.11], [-0.12, 0.19, 0.02], [-0.15, -0.09, 0.13], [-0.15, 0.16, -0.05], [-0.17, -0.11, 0.06], [-0.10, -0.02, -0.08]],
  "homo_lumo_gap_ev": 7.8243,
  "lumo_energy_ev": -1.36
}